# 1
DFT (ωB97M-V/def2-TZVPD) results for a cluster of 6 separate species, C48H65N6O18P2S in total.

Structure (XYZ):
```
140
C48H65N6O18P2S (ωB97M-V/def2-TZVPD)
C -0.81183 -4.81214 -0.73781
C -0.09678 -4.24319 -1.95819
C -1.02812 -3.69227 -3.04137
C -2.00862 -2.58118 -2.61557
C -1.76270 -1.20042 -3.22469
C -0.44025 -0.48776 -2.94480
C 0.83720 -1.11085 -3.47064
N 1.86184 -0.05218 -3.09531
C 3.26522 -0.58151 -3.20494
C 1.45145 0.34567 -1.71542
C 2.09578 1.60231 -1.11763
C 2.97234 2.49449 -2.03629
C 4.24993 2.92847 -1.32758
S 5.35608 1.56706 -1.25849
O 4.85949 0.55345 -0.36798
O 5.62120 1.16028 -2.60211
O 6.64538 2.22303 -0.63368
C -0.08330 0.10720 -1.56273
C -0.88458 1.38171 -1.28828
O -2.24615 1.07794 -1.24319
C -3.02782 2.23012 -0.92794
C -4.38648 1.85783 -0.40166
O -5.21285 1.35470 -1.42878
C -5.87975 0.14187 -1.11279
C -4.95265 -1.05425 -0.96046
P -0.31743 -1.09324 -0.12926
P 0.84647 -0.44867 1.56218
O 0.41538 -1.27580 2.69096
O 2.38258 -0.64638 1.18697
O 0.64308 1.12925 1.84839
H -1.33938 -5.73337 -0.98076
H -1.48934 -4.10764 -0.26041
H -0.06574 -5.07475 0.01351
H 0.63984 -3.51389 -1.61511
H 0.46872 -5.06122 -2.40966
H -1.61651 -4.54455 -3.38658
H -0.44432 -3.39168 -3.91609
H -2.08991 -2.54439 -1.53032
H -3.00192 -2.88051 -2.95283
H -1.85720 -1.30237 -4.30934
H -2.55114 -0.51735 -2.92081
H -0.53141 0.43431 -3.55064
H 0.81659 -1.31733 -4.53300
H 1.09292 -1.95580 -2.83217
H 1.71272 0.68019 -3.78851
H 3.84560 0.04705 -3.87572
H 3.23371 -1.59144 -3.59380
H 3.75698 -0.54417 -2.23622
H 1.89000 -0.47694 -1.14184
H 2.72103 1.26612 -0.29527
H 1.34067 2.24557 -0.67783
H 2.43029 3.41802 -2.23588
H 3.21284 2.06109 -3.00476
H 4.03677 3.34328 -0.34454
H 4.75561 3.70200 -1.90605
H 7.10585 1.51063 -0.16198
H -0.64286 2.16345 -2.02824
H -0.57711 1.77472 -0.31126
H -2.53546 2.85017 -0.17207
H -3.13397 2.83138 -1.83556
H -4.28058 1.15088 0.42356
H -4.80655 2.77906 0.01389
H -6.56589 -0.03628 -1.93894
H -6.49188 0.27104 -0.21575
H -5.53556 -1.97072 -1.02723
H -4.15354 -1.02649 -1.69437
H -4.50416 -1.05799 0.03558
H -1.59579 -0.82416 0.37405
H 2.86278 -0.86228 2.00315
H 1.49202 1.57668 1.93927
C -6.88063 5.06597 -4.92124
C -6.42425 4.12067 -4.01168
C -5.70563 4.51908 -2.89757
C -5.45470 5.86808 -2.71661
C -5.89813 6.82513 -3.61092
C -6.61749 6.41475 -4.72102
N -4.70464 6.30175 -1.52651
O -4.31430 5.43999 -0.75942
O -4.52074 7.48795 -1.37183
H -7.44976 4.75188 -5.78605
H -6.63345 3.07076 -4.16377
H -5.35687 3.78690 -2.18572
H -5.69329 7.87244 -3.44584
H -6.97661 7.15151 -5.42607
C 5.60561 0.21335 2.82112
C 6.69565 -0.38782 3.43741
C 6.75821 -0.46451 4.81977
C 5.71968 0.06295 5.56323
C 4.62843 0.67053 4.97512
C 4.57907 0.74460 3.59243
N 5.77297 -0.03357 7.03423
O 6.75139 -0.55453 7.52297
O 4.83416 0.41406 7.65590
H 5.54927 0.26723 1.74242
H 7.49656 -0.80499 2.84246
H 7.59943 -0.93083 5.31018
H 3.83365 1.07694 5.58263
H 3.73181 1.22218 3.11512
C -2.13515 8.59053 -8.38844
C -2.51880 9.03421 -7.12974
C -3.86131 9.19396 -6.82867
C -4.79817 8.90117 -7.80177
C -4.43858 8.46228 -9.06195
C -3.09315 8.30777 -9.35297
N -6.22697 9.05681 -7.48346
O -6.51494 9.46203 -6.37425
O -7.03127 8.76625 -8.34166
H -1.08549 8.46667 -8.61962
H -1.77187 9.25861 -6.38097
H -4.17152 9.54260 -5.85516
H -5.19273 8.24664 -9.80369
H -2.79298 7.96712 -10.33402
C -1.39547 -4.66531 6.59703
C -1.14251 -3.69302 5.63538
C -0.14015 -3.88583 4.70166
C 0.59059 -5.05965 4.75160
C 0.36268 -6.03461 5.70385
C -0.64168 -5.83058 6.63620
N 1.64518 -5.27806 3.74856
O 1.84266 -4.39880 2.92923
O 2.26281 -6.32135 3.79021
H -2.18433 -4.51229 7.32197
H -1.72787 -2.78402 5.61150
H 0.06536 -3.13630 3.95247
H 0.94654 -6.94057 5.71850
H -0.83508 -6.58034 7.38732
C 6.16710 -8.56199 9.02803
C 5.58756 -9.49746 8.18110
C 4.26868 -9.35264 7.78430
C 3.55394 -8.26360 8.24666
C 4.10933 -7.32269 9.09356
C 5.42844 -7.47866 9.48530
N 2.15922 -8.09529 7.81625
O 1.68284 -8.93957 7.08451
O 1.55740 -7.11393 8.20553
H 7.19868 -8.67740 9.33262
H 6.16378 -10.34086 7.82735
H 3.80713 -10.07345 7.12655
H 3.52556 -6.48387 9.44127
H 5.88039 -6.75286 10.14675
```

Output
- orbital gap (eV) = 8.2
- highest occupied orbital energy (eV) = -10.800
- net charge = +1
- E_tot (eV) = -126020.381
- LUMO energy (Ha) = -0.0969

=====

# 2
DFT (ωB97M-V/def2-TZVPD) results for the molecule CH5OP.

Structure (XYZ):
```
8
CH5OP (ωB97M-V/def2-TZVPD)
C 1.10751 0.04497 -0.20677
P -0.97509 0.67601 -0.42843
O -1.58631 -0.63795 0.43240
H 0.88924 -0.73707 0.45352
H 1.76579 0.82245 0.27932
H 1.36370 -0.44817 -1.13645
H -0.91906 1.67557 0.69108
H -1.64578 -1.39581 -0.08468
```

Output
- orbital gap (eV) = 9.8
- highest occupied orbital energy (eV) = -8.937
- relative energy (zero: lowest compared OMol25 entry of this formula, charge and spin) (eV) = 0.915
- E_tot (eV) = -12453.224
- LUMO energy (Ha) = 0.0319
- structure (SMILES) = CPO

=====

# 3
DFT (ωB97M-V/def2-TZVPD) results for a structure of composition C33H76N4OSi2.

Structure (XYZ):
```
116
C33H76N4OSi2 (ωB97M-V/def2-TZVPD)
C 0.48265 6.90032 2.42814
C 0.05410 6.55583 0.86916
C -1.01127 5.29559 0.67905
C -1.45258 4.86409 -0.84049
C -0.86429 5.64475 -2.19467
C -1.39246 5.02765 -3.64017
Si -0.36642 3.37437 -3.89631
C -1.51947 1.81173 -4.08991
O 0.74616 3.54634 -5.25032
Si 2.39970 3.28857 -4.65632
C 0.15484 6.91894 -2.02377
C 0.59385 7.34475 -0.46701
H -0.37507 6.55378 3.18241
H 1.45049 6.29125 2.76882
H 0.73106 8.03171 2.60142
H -1.46331 4.67267 1.58538
H -2.20716 3.97618 -0.95315
H -1.28453 5.76746 -4.54045
H -2.49961 4.68123 -3.46037
H 0.40319 3.13151 -2.65038
H -1.61454 1.49299 -5.22570
H -2.54450 2.05194 -3.57558
H -0.96572 0.90608 -3.55285
H 2.42048 2.60345 -3.35176
H 3.20876 2.48677 -5.58910
H 3.03434 4.62001 -4.54205
H 0.56905 7.50579 -2.97635
H 1.32937 8.26171 -0.36318
C -0.12597 -5.48839 -1.11902
C 0.08709 -4.12082 -0.47618
N 0.41824 -3.05941 -1.42912
C 0.89373 -1.82915 -0.78728
C -0.08664 -1.07556 0.10661
C -0.52537 -2.85971 -2.53168
C -1.97350 -2.53926 -2.17534
H 0.74193 -5.78487 -1.71713
H -0.27172 -6.24574 -0.34154
H -1.01361 -5.50482 -1.75857
H 0.91894 -4.23135 0.23225
H -0.79765 -3.86918 0.11861
H 1.27485 -1.14532 -1.55334
H 1.77382 -2.08329 -0.18125
H -0.83279 -0.53537 -0.47999
H 0.45444 -0.32776 0.69600
H -0.60207 -1.73338 0.81156
H -0.52233 -3.76354 -3.15362
H -0.14650 -2.07651 -3.20077
H -2.36006 -3.17121 -1.37153
H -2.61125 -2.70176 -3.05066
H -2.09493 -1.49332 -1.88577
C -4.24014 -4.12034 0.86807
C -5.60295 -4.75826 1.12238
N -6.52769 -4.65942 -0.00875
C -7.90821 -5.01582 0.33583
C -8.17920 -6.45485 0.76456
C -6.04927 -5.19274 -1.28648
C -5.63403 -6.65983 -1.33069
H -4.34295 -3.07356 0.56383
H -3.64120 -4.14571 1.78454
H -3.67681 -4.65490 0.09729
H -6.04064 -4.23491 1.98296
H -5.45309 -5.79794 1.43299
H -8.56690 -4.76409 -0.50232
H -8.23363 -4.35546 1.15097
H -8.16724 -7.13780 -0.08754
H -9.17700 -6.52312 1.21076
H -7.46473 -6.81144 1.51138
H -5.19254 -4.58899 -1.61086
H -6.80546 -5.01796 -2.06253
H -5.02214 -6.95126 -0.47304
H -5.03939 -6.84579 -2.23133
H -6.50074 -7.32225 -1.38200
C -1.26870 -5.84683 4.36916
C -0.31762 -4.74740 3.90483
N -0.07537 -3.70677 4.90620
C 0.60232 -2.52429 4.36389
C 2.02129 -2.70587 3.83322
C 0.41697 -4.16169 6.20872
C 1.72129 -4.95209 6.23623
H -2.22250 -5.42905 4.70769
H -1.47796 -6.53150 3.54048
H -0.83951 -6.44159 5.18109
H -0.77657 -4.28605 3.02019
H 0.61644 -5.20893 3.56662
H 0.60329 -1.73004 5.11813
H -0.01412 -2.12775 3.54586
H 2.74508 -2.80480 4.64500
H 2.31281 -1.82246 3.25533
H 2.11398 -3.57140 3.17171
H -0.36214 -4.77881 6.67336
H 0.51244 -3.30235 6.88475
H 1.76919 -5.71468 5.45452
H 1.81794 -5.46708 7.19789
H 2.59052 -4.29814 6.13930
C 8.11564 7.80533 -0.52516
C 6.75282 7.16740 -0.27084
N 5.82809 7.26625 -1.40197
C 4.44756 6.90985 -1.05740
C 4.17658 5.47082 -0.62866
C 6.30650 6.73293 -2.67970
C 6.72174 5.26584 -2.72392
H 8.01282 8.85211 -0.82940
H 8.71458 7.77996 0.39131
H 8.67897 7.27077 -1.29593
H 6.31513 7.69075 0.58973
H 6.90269 6.12772 0.03976
H 3.78888 7.16157 -1.89555
H 4.12214 7.57021 -0.24226
H 4.18854 4.78787 -1.48076
H 3.17878 5.40255 -0.18246
H 4.89104 5.11422 0.11815
H 7.16324 7.33668 -3.00409
H 5.55032 6.90770 -3.45575
H 7.33364 4.97441 -1.86627
H 7.31639 5.07988 -3.62456
H 5.85504 4.60342 -2.77522
```

Output
- orbital gap (eV) = 8.2
- highest occupied orbital energy (eV) = -8.043
- E_tot (eV) = -59208.344
- LUMO energy (Ha) = 0.0070

=====

# 4
DFT (ωB97M-V/def2-TZVPD) results for a cluster of 7 separate species, C13H28Br12FNP in total.

Structure (XYZ):
```
56
C13H28Br12FNP (ωB97M-V/def2-TZVPD)
N -0.16165 2.30164 -4.31860
P -1.06317 1.08292 -3.85264
C -2.58986 1.45264 -3.09940
F -3.39428 0.22541 -3.19652
H 0.74413 2.33565 -3.86237
H -1.25961 0.10446 -4.88608
H -0.39472 0.18555 -2.97207
H -3.11283 2.21575 -3.69529
Br 0.62067 2.34682 -0.98105
C 0.74783 1.65961 0.81907
C -0.62171 1.30740 1.35044
Br -1.60333 2.91164 1.86476
H 1.22204 2.41667 1.43975
H 1.38021 0.77493 0.77438
H -0.55660 0.70575 2.25338
H -1.23150 0.80258 0.60433
Br 0.37270 -2.26967 1.07099
C 0.32782 -2.94054 2.88896
C -1.09008 -3.16199 3.35103
Br -2.02667 -1.49908 3.71710
H 0.85418 -2.22522 3.51551
H 0.86389 -3.88770 2.88281
H -1.11114 -3.73087 4.27849
H -1.67163 -3.67710 2.59251
Br -0.01242 7.14667 -2.86026
C -0.27886 6.00688 -1.30990
C 0.73123 6.30790 -0.22912
Br 2.49409 5.61524 -0.66655
H -0.22642 4.97973 -1.65931
H -1.28222 6.21683 -0.94602
H 0.44659 5.82617 0.70397
H 0.84644 7.37821 -0.08212
Br -4.92409 -7.97694 5.13310
C -4.62681 -6.08280 4.83472
C -4.50257 -5.73835 3.37387
Br -2.83303 -6.36079 2.60265
H -3.72668 -5.82348 5.38539
H -5.48199 -5.56511 5.26364
H -4.51207 -4.65727 3.24721
H -5.29584 -6.18469 2.78094
Br 1.26211 -5.09836 -3.30216
C 0.06754 -5.18206 -1.77470
C -1.32095 -4.68246 -2.09147
Br -1.39536 -2.76276 -2.29956
H 0.52938 -4.58354 -0.99325
H 0.03584 -6.22747 -1.47325
H -1.98388 -4.93696 -1.26511
H -1.70372 -5.11697 -3.01171
Br 8.27674 5.23679 -0.12519
C 7.23248 5.01197 -1.74971
C 5.79047 4.67724 -1.47466
Br 5.55161 2.87062 -0.82074
H 7.72447 4.22805 -2.31878
H 7.29947 5.95715 -2.28374
H 5.21689 4.74410 -2.39749
H 5.35693 5.33925 -0.73019
```

Output
- orbital gap (eV) = 4.4
- highest occupied orbital energy (eV) = -2.759
- net charge = -1
- relative energy (zero: lowest compared OMol25 entry of this formula, charge and spin) (eV) = 0.000
- E_tot (eV) = -867940.743
- LUMO energy (Ha) = 0.0586

=====

# 5
DFT (ωB97M-V/def2-TZVPD) results for a cluster of 2 separate species, C3H7NO2S in total.

Structure (XYZ):
```
14
C3H7NO2S (ωB97M-V/def2-TZVPD)
O 2.00286 0.98404 -1.55083
C 0.80374 0.96359 -1.64941
O 0.11052 0.14440 -2.42046
N 0.03724 1.76982 -0.80814
S 0.76875 2.74143 0.43171
H 0.53730 -0.19270 -3.19564
H -0.88473 2.02338 -0.99498
H 0.80968 1.91216 1.50414
C -0.61231 -1.42835 0.83384
C -0.83758 -1.88019 2.07016
H 0.42142 -1.37538 0.50069
H -1.40836 -1.15564 0.12366
H -1.69318 -2.18317 2.63951
H -0.05536 -2.32338 2.51575
```

Output
- orbital gap (eV) = 10.2
- highest occupied orbital energy (eV) = -9.661
- relative energy (zero: lowest compared OMol25 entry of this formula, charge and spin) (eV) = 2.218
- E_tot (eV) = -19643.386
- LUMO energy (Ha) = 0.0191
- structure (SMILES) = O=C(O)NS.C=C

=====

# 6
DFT (ωB97M-V/def2-TZVPD) results for a structure of composition C7H14IrO4.

Structure (XYZ):
```
26
C7H14IrO4 (ωB97M-V/def2-TZVPD)
C 1.13734 3.25375 -0.53090
O 2.19970 2.74899 0.21690
C -0.12634 2.39211 -0.44233
O 0.19042 1.06155 -0.81745
C -0.20233 -0.01638 0.09396
C 0.56592 -1.26019 -0.25226
O 1.98659 -1.07702 -0.01693
C 2.79176 -2.22314 -0.22339
Ir 2.08293 0.85261 0.38768
H 1.41150 3.33744 -1.60361
H 0.85096 4.27054 -0.19576
H -0.90152 2.76870 -1.12918
H -0.52406 2.43612 0.58825
H 0.45666 -1.53604 -1.31480
H 0.24365 -2.09688 0.38423
H 3.82233 -1.95233 0.02854
H 2.45019 -3.04300 0.42510
H 2.73394 -2.53438 -1.27615
H -0.65300 0.04647 1.09673
C -3.26684 -1.17748 1.27215
O -3.03239 -0.14917 0.31506
C -2.09820 -0.35373 -0.64933
H -4.34763 -1.37085 1.30645
H -2.72739 -2.09866 0.99379
H -2.92296 -0.84372 2.26310
H -2.12123 -1.43532 -0.91986
```

Output
- spin multiplicity = 5
- orbital gap (alpha / beta) (eV) = 9.2 / 7.0
- highest occupied orbital energy (alpha / beta) (eV) = -12.134 / -12.890
- net charge = +1
- ⟨S²⟩ = 6.0141
- E_tot (eV) = -18498.626
- LUMO energy (alpha / beta) (Ha) = -0.1081 / -0.2160

=====

# 7
DFT (ωB97M-V/def2-TZVPD) results for a cluster of 2 separate species, C5H14NO2S in total.

Structure (XYZ):
```
23
C5H14NO2S (ωB97M-V/def2-TZVPD)
C 2.33157 -0.53741 0.29075
O 2.95956 0.42896 -0.38063
C 0.77848 -0.54523 -0.05605
C 0.03576 0.31912 0.96874
C -1.41972 0.62687 0.63274
S -2.55751 -0.82349 0.80523
C -2.38747 -1.65602 -0.79755
N 0.56141 -0.02424 -1.40976
H 2.75725 -1.53606 -0.02571
H 2.46840 -0.39059 1.41721
H 0.41756 -1.64422 -0.07470
H 0.12213 -0.14795 1.98593
H 0.58625 1.32299 1.06837
H -1.45580 0.99335 -0.39729
H -1.81147 1.36859 1.28176
H -1.40417 -2.19281 -0.91947
H -3.20002 -2.36523 -0.92941
H -2.44262 -0.96714 -1.65897
H 1.32705 -0.36703 -2.02903
H 0.70230 0.98002 -1.38085
H 2.36473 1.61175 -0.31836
H 2.46336 3.14475 -0.82950
O 1.79840 2.60744 -0.42402
```

Output
- orbital gap (eV) = 7.0
- highest occupied orbital energy (eV) = -3.869
- net charge = -1
- relative energy (zero: lowest compared OMol25 entry of this formula, charge and spin) (eV) = 0.108
- E_tot (eV) = -21832.771
- LUMO energy (Ha) = 0.1162

=====

# 8
DFT (ωB97M-V/def2-TZVPD) results for a structure of composition C20H31BCrNO2.

Structure (XYZ):
```
56
C20H31BCrNO2 (ωB97M-V/def2-TZVPD)
O 1.17501 -1.85156 0.20469
C -0.09017 -1.75388 0.98387
C 0.63044 -2.33338 2.22148
H -0.93146 -2.32411 0.60493
H -0.36870 -0.70433 1.13469
C 1.93201 -1.95001 1.44757
H 0.44820 -3.40258 2.25580
H 0.46237 -1.82175 3.18736
C 3.07190 -2.92729 1.24571
H 2.69520 -3.89256 0.89663
H 3.64197 -3.07216 2.16346
H 3.72953 -2.47385 0.46601
C 2.37958 -0.55563 1.94957
H 1.54747 0.18497 2.00055
H 3.12480 -0.19271 1.23473
H 2.81776 -0.57974 2.98540
Cr -0.20526 2.95523 0.34151
C -0.15286 3.86254 2.34420
C -1.42731 4.10321 1.73769
C -2.06481 2.81568 1.55464
H -1.88632 5.07907 1.58612
C -1.13610 1.79362 1.97164
C 0.04873 2.45250 2.45181
H 0.89058 1.98931 2.95391
H 0.49934 4.62491 2.74983
H -3.09970 2.67047 1.24208
H -1.34146 0.72281 2.05334
C 0.94192 4.43715 -0.78351
C 1.82304 3.93542 0.23266
C 2.03085 2.52879 0.01618
H 2.36319 4.57904 0.93202
C 1.31298 2.16317 -1.18072
C 0.68680 3.34931 -1.70871
H 0.20754 3.48514 -2.68217
H 0.62834 5.47588 -0.92927
H 2.78169 1.92505 0.53779
H 1.35931 1.20325 -1.69423
O -0.34168 -3.35065 -1.18445
C -0.01388 -4.74675 -0.96071
C -0.96954 -5.65636 -1.76479
H -0.08604 -5.00734 0.11557
H 1.04245 -4.90900 -1.25474
C -1.96100 -4.65912 -2.41738
H -1.50939 -6.35554 -1.10702
H -0.41206 -6.22235 -2.52236
C -1.51145 -3.25178 -1.99812
H -2.97242 -4.84302 -2.05463
H -1.94769 -4.77170 -3.50213
H -2.27326 -2.70259 -1.41366
H -1.24976 -2.63124 -2.86267
B -2.94355 4.00351 -3.02459
C -2.30202 3.28704 -1.83773
N -1.74885 2.73276 -0.96055
H -2.42524 5.11113 -3.08660
H -4.14292 4.10246 -2.81560
H -2.75808 3.36955 -4.05711
```

Output
- spin multiplicity = 5
- orbital gap (alpha / beta) (eV) = 4.6 / 6.9
- highest occupied orbital energy (alpha / beta) (eV) = -2.180 / -4.386
- net charge = -1
- ⟨S²⟩ = 6.0306
- E_tot (eV) = -55922.464
- LUMO energy (alpha / beta) (Ha) = 0.0907 / 0.0907

=====

- What is the formula in the first record?
  C48H65N6O18P2S

=====

- Number 4 is which compound?
  C13H28Br12FNP